1.
Below is the molecule C6H12O, with properties calculated with the ωB97M-V functional and the def2-TZVPD basis.

For the energy above the lowest of the compared OMol25 structures with the same formula, charge and spin, the calculation gives 159.72 kJ/mol. The orbital gap comes out at 10.32 eV. Its SMILES is CO[C@H]1CC[C@H]1C. The HOMO energy is -9.2 eV. The largest force on an atom comes out at 0.4 eV/A.

Element x y z (Å)
O: -1.203 0.254 -1.007
C: -0.443 -0.724 -0.351
C: 1.087 -0.874 -0.523
C: -0.683 0.934 -2.115
C: 1.180 -0.907 1.033
C: -0.555 0.979 1.628
C: -0.298 -0.461 1.179
H: -0.759 0.345 -3.041
H: -0.552 1.077 2.722
H: 0.361 1.245 -1.983
H: 1.404 -1.769 -1.080
H: 1.912 -0.208 1.444
H: -0.925 -1.131 1.780
H: -1.531 1.320 1.269
H: 0.198 1.676 1.239
H: 1.612 -0.021 -0.964
H: -0.902 -1.710 -0.510
H: -1.294 1.835 -2.218
H: 1.364 -1.907 1.431

***

2.
Below is C39H53OP2PtSi as an isolated structure in a non-equilibrium geometry, with properties calculated with the ωB97M-V functional and the def2-TZVPD basis.

For the energy above the lowest of the compared OMol25 structures with the same formula, charge and spin, the calculation gives 75.46 kJ/mol. As for the charge: +3. The orbital gap comes out at 6.26 eV. The HOMO energy is -16.7 eV. The largest force on an atom comes out at 1.7 eV/A.

Element x y z (Å)
Pt: -0.068 0.103 0.038
P: -1.730 1.686 0.149
P: -1.489 -1.527 -0.508
Si: 2.625 0.097 0.042
O: -0.585 -0.446 2.802
C: -3.127 -2.971 -3.888
C: -1.206 3.637 -1.711
C: -2.951 -1.511 0.544
C: -2.930 -1.939 -4.801
C: -0.108 2.629 2.181
C: -0.457 -2.941 -0.092
C: -2.008 -1.675 -2.206
C: 1.500 1.537 -2.323
C: -3.170 2.288 -2.156
C: 3.685 -1.230 0.814
C: 5.024 -0.671 1.304
C: 0.198 -3.648 -1.111
C: -1.428 5.068 2.356
C: -2.672 -2.845 -2.587
C: -3.413 3.031 -3.301
C: -1.456 4.369 -2.859
C: -1.817 -0.636 -3.118
C: 0.737 0.220 4.677
C: -0.339 4.798 3.182
C: -1.186 2.910 1.340
C: 0.306 -4.555 1.527
C: 2.811 -1.617 2.034
C: 3.887 -2.480 -0.048
C: 3.781 0.559 -1.826
C: -0.461 -0.409 4.023
C: 2.941 1.711 0.920
C: -2.557 4.064 -3.655
C: -0.392 -3.399 1.235
C: 0.321 3.579 3.095
C: 1.866 -0.948 -2.651
C: -2.280 -0.774 -4.419
C: 2.271 0.306 -1.911
C: 0.899 -4.801 -0.802
C: -3.291 1.006 0.808
C: -3.842 -0.307 0.258
C: -2.063 2.587 -1.362
C: 0.954 -5.255 0.512
C: -1.492 -0.991 4.937
C: -1.849 4.133 1.428
H: 4.907 0.135 2.026
H: -4.798 -0.479 0.753
H: 4.381 -0.231 -1.359
H: -2.607 -1.508 1.581
H: -4.023 1.812 0.711
H: 4.046 1.549 -1.460
H: -0.009 5.538 3.898
H: -2.678 4.360 0.767
H: 0.351 1.648 2.159
H: -2.306 -1.454 4.384
H: 2.863 1.575 2.002
H: 0.335 -4.927 2.542
H: 0.427 0.944 5.433
H: -4.055 -0.246 -0.812
H: -1.897 -0.204 5.579
H: 1.486 -6.169 0.745
H: -3.853 1.495 -1.880
H: 1.310 -0.549 5.203
H: -4.282 2.812 -3.908
H: 1.866 -2.073 1.730
H: 4.624 -2.335 -0.840
H: -0.807 5.194 -3.121
H: 5.565 -1.480 1.802
H: 1.159 3.370 3.749
H: -3.073 0.887 1.873
H: 2.561 -1.770 -2.485
H: 2.291 2.535 0.625
H: 4.118 0.526 -2.875
H: 2.594 -0.765 2.684
H: 0.430 1.375 -2.283
H: -1.325 0.274 -2.806
H: 1.762 1.765 -3.364
H: 4.268 -3.286 0.585
H: 3.981 1.989 0.738
H: 5.655 -0.311 0.488
H: 1.763 2.416 -1.734
H: -1.944 6.015 2.434
H: -3.478 -2.447 0.346
H: -2.755 4.647 -4.545
H: -2.137 0.030 -5.131
H: 1.378 0.706 3.945
H: -0.902 -2.855 2.020
H: 1.382 -5.363 -1.592
H: 0.856 -1.245 -2.394
H: -2.822 -3.656 -1.882
H: -3.636 -3.875 -4.195
H: -3.290 -2.045 -5.817
H: 3.361 -2.346 2.636
H: 0.109 -3.336 -2.141
H: 2.952 -2.831 -0.490
H: 1.868 -0.732 -3.726
H: -1.036 -1.725 5.604
H: -0.373 3.899 -1.072

***

3.
Below is the molecule C7H10, with properties calculated with the ωB97M-V functional and the def2-TZVPD basis.

For the energy above the lowest of the compared OMol25 structures with the same formula, charge and spin, the calculation gives 471.30 kJ/mol. The orbital gap (alpha / beta) comes out at 7.46 / 7.37 eV. The HOMO energy (alpha / beta) is -8.3 / -8.2 eV. The largest force on an atom comes out at 0.6 eV/A.

Element x y z (Å)
C: 2.162 -1.610 0.977
C: 1.262 -0.764 0.268
C: 0.153 0.609 -0.909
C: -1.312 -0.869 0.771
C: -0.189 -0.774 -0.247
C: 1.548 0.400 -0.377
C: -0.552 1.854 -0.376
H: 0.093 0.583 -2.005
H: 2.485 0.935 -0.528
H: -1.207 -0.133 1.574
H: 1.675 -2.607 1.057
H: -0.108 2.763 -0.797
H: -0.473 1.912 0.714
H: -0.324 -1.546 -1.015
H: -1.306 -1.863 1.232
H: -1.615 1.840 -0.640
H: -2.293 -0.731 0.303

***

> The lowest largest force on an atom belongs to which entry?

C6H12O